Here is a cluster of 2 separate species, C3H8O2 in total at a distorted geometry from the OMol25 dataset. Energies are from ωB97M-V/def2-TZVPD.

As for the relative energy (zero: lowest compared OMol25 entry of this formula, charge and spin): 0.958 eV. Its charge is 0. For the HOMO-LUMO gap, the calculation gives 0.4096 Ha. Its SMILES is CCC=O.O. As for the LUMO energy: 0.90 eV.

Bonds (Å) are listed after each position.
Cartesian coordinates (Å):
1 O -1.60 0.29 0.47  C2 1.211
2 C -0.84 1.23 0.37  O1 1.211, C3 1.502, H5 1.096
3 C 0.65 1.11 0.47  C2 1.502, C4 1.509, H6 1.100, H7 1.089
4 C 1.14 -0.30 0.71  C3 1.509, H8 1.137, H9 1.107, H10 1.099
5 H -1.28 2.20 0.12  C2 1.096
6 H 1.06 1.51 -0.47  C3 1.100
7 H 1.07 1.75 1.25  C3 1.089
8 H 0.70 -0.99 -0.08  C4 1.137
9 H 2.20 -0.50 0.47  C4 1.107
10 H 0.75 -0.76 1.63  C4 1.099
11 H -1.58 -2.31 -2.27  O13 0.959
12 H -1.24 -1.20 -1.14  O13 0.961
13 O -1.03 -2.05 -1.53  H11 0.959, H12 0.961

=====

Here is the molecule C3H8O2 from the OMol25 dataset. Energies are from ωB97M-V/def2-TZVPD.

As for the relative energy (zero: lowest compared OMol25 entry of this formula, charge and spin): 0.945 eV. Its charge is 0. For the HOMO-LUMO gap, the calculation gives 0.4068 Ha. Its SMILES is OCCCO. As for the LUMO energy: 0.88 eV.

Bonds (Å) are listed after each position.
Cartesian coordinates (Å):
1 C 1.41 0.24 -0.04  O2 1.422, C3 1.513, H6 1.091, H7 1.091
2 O 1.68 -1.14 0.16  C1 1.422, H8 0.962
3 C 0.00 0.51 -0.53  C1 1.513, C4 1.522, H9 1.087, H10 1.094
4 C -1.08 -0.03 0.40  C3 1.522, O5 1.421, H11 1.093, H12 1.098
5 O -2.35 -0.01 -0.22  C4 1.421, H13 0.962
6 H 2.13 0.58 -0.80  C1 1.091
7 H 1.62 0.81 0.86  C1 1.091
8 H 1.36 -1.39 1.03  O2 0.962
9 H -0.14 0.09 -1.52  C3 1.087
10 H -0.16 1.59 -0.60  C3 1.094
11 H -1.20 0.58 1.30  C4 1.093
12 H -0.82 -1.04 0.74  C4 1.098
13 H -2.44 -0.78 -0.78  O5 0.962

=====

Here is a cluster of 2 separate species, C3H8O2 in total from the OMol25 dataset. Energies are from ωB97M-V/def2-TZVPD.

As for the relative energy (zero: lowest compared OMol25 entry of this formula, charge and spin): 1.477 eV. Its charge is 0. For the HOMO-LUMO gap, the calculation gives 0.3914 Ha. Its SMILES is CC=O.CO. As for the LUMO energy: 0.78 eV.

Bonds (Å) are listed after each position.
Cartesian coordinates (Å):
1 C -2.63 1.31 1.00  O2 1.440, H3 1.084, H4 1.090, H5 1.093
2 O -2.18 1.71 -0.32  C1 1.440, H6 0.970
3 H -2.73 2.19 1.63  C1 1.084
4 H -3.57 0.78 0.89  C1 1.090
5 H -1.88 0.66 1.47  C1 1.093
6 H -2.97 1.67 -0.87  O2 0.970
7 O 3.39 -2.15 0.54  C8 1.200
8 C 3.03 -1.21 -0.11  O7 1.200, C9 1.499, H10 1.103
9 C 1.74 -1.15 -0.87  C8 1.499, H11 1.092, H12 1.092, H13 1.085
10 H 3.67 -0.32 -0.22  C8 1.103
11 H 0.90 -1.12 -0.17  C9 1.092
12 H 1.56 -2.07 -1.43  C9 1.092
13 H 1.68 -0.30 -1.54  C9 1.085

=====

Here is a cluster of 2 separate species, C3H8O2 in total at a distorted geometry from the OMol25 dataset. Energies are from ωB97M-V/def2-TZVPD.

As for the relative energy (zero: lowest compared OMol25 entry of this formula, charge and spin): 1.480 eV. Its charge is 0. For the HOMO-LUMO gap, the calculation gives 0.3849 Ha. Its SMILES is CC=O.CO. As for the LUMO energy: 0.71 eV.

Bonds (Å) are listed after each position.
Cartesian coordinates (Å):
1 C -1.49 0.11 -2.20  O2 1.404, H3 1.094, H4 1.084, H5 1.119
2 O -1.01 1.04 -1.27  C1 1.404, H6 0.982
3 H -2.52 -0.24 -2.04  C1 1.094
4 H -1.35 0.55 -3.18  C1 1.084
5 H -0.90 -0.84 -2.20  C1 1.119
6 H -0.91 0.57 -0.40  O2 0.982
7 O -0.26 -0.20 1.07  C8 1.205
8 C 0.83 -0.71 1.03  O7 1.205, C9 1.503, H10 1.086
9 C 2.10 -0.24 1.69  C8 1.503, H11 1.102, H12 1.087, H13 1.080
10 H 0.89 -1.72 0.63  C8 1.086
11 H 2.13 0.86 1.69  C9 1.102
12 H 2.92 -0.63 1.09  C9 1.087
13 H 2.04 -0.50 2.74  C9 1.080

=====

Here is a cluster of 2 separate species, C3H8O2 in total at a distorted geometry from the OMol25 dataset. Energies are from ωB97M-V/def2-TZVPD.

As for the relative energy (zero: lowest compared OMol25 entry of this formula, charge and spin): 1.155 eV. Its charge is 0. For the HOMO-LUMO gap, the calculation gives 0.4324 Ha. Its SMILES is O=CO.CC. As for the LUMO energy: 0.67 eV.

Bonds (Å) are listed after each position.
Cartesian coordinates (Å):
1 C -1.44 -0.75 -3.03  C2 1.527, H3 1.105, H4 1.122, H5 1.099
2 C -2.58 -1.71 -2.68  C1 1.527, H6 1.095, H7 1.094, H8 1.108
3 H -1.43 -0.43 -4.09  C1 1.105
4 H -0.44 -1.22 -2.86  C1 1.122
5 H -1.43 0.05 -2.28  C1 1.099
6 H -2.49 -2.67 -3.20  C2 1.095
7 H -2.74 -1.85 -1.60  C2 1.094
8 H -3.40 -1.08 -3.07  C2 1.108
9 O 2.05 2.28 3.63  C10 1.189
10 C 2.81 1.76 4.37  O9 1.189, O11 1.358, H12 1.093
11 O 3.60 2.49 5.20  C10 1.358, H13 0.963
12 H 2.95 0.69 4.54  C10 1.093
13 H 4.55 2.42 5.06  O11 0.963

=====

Here is a cluster of 2 separate species, C3H8O2S in total at a distorted geometry from the OMol25 dataset. Energies are from ωB97M-V/def2-TZVPD.

As for the relative energy (zero: lowest compared OMol25 entry of this formula, charge and spin): 0.243 eV. Its charge is -2. For the HOMO-LUMO gap, the calculation gives 0.2141 Ha. As for the LUMO energy: 6.02 eV.

Bonds (Å) are listed after each position.
Cartesian coordinates (Å):
1 C -0.38 0.31 -0.08  O2 1.393, C3 1.529, H6 1.110, H7 1.102
2 O -1.54 -0.35 -0.48  C1 1.393, H12 1.058
3 C 0.92 -0.42 -0.44  C1 1.529, C4 1.543, H8 1.091, H9 1.093
4 C 2.15 0.31 0.12  C3 1.543, S5 1.858, H10 1.094, H11 1.092
5 S 3.73 -0.65 -0.09  C4 1.858
6 H -0.39 1.30 -0.57  C1 1.110
7 H -0.46 0.52 1.00  C1 1.102
8 H 1.06 -0.57 -1.51  C3 1.091
9 H 0.80 -1.41 0.01  C3 1.093
10 H 1.94 0.45 1.19  C4 1.094
11 H 2.24 1.30 -0.34  C4 1.092
12 H -2.38 -0.49 0.14  O2 1.058
13 H -4.08 -0.06 0.13  O14 0.948
14 O -3.62 -0.24 0.93  H13 0.948

=====

Here is a cluster of 2 separate species, C3H8O2S in total at a distorted geometry from the OMol25 dataset. Energies are from ωB97M-V/def2-TZVPD.

As for the relative energy (zero: lowest compared OMol25 entry of this formula, charge and spin): 0.873 eV. Its charge is 0. For the HOMO-LUMO gap, the calculation gives 0.3624 Ha. Its SMILES is O=CO.CCS. As for the LUMO energy: 0.65 eV.

Bonds (Å) are listed after each position.
Cartesian coordinates (Å):
1 C -0.52 1.12 1.60  C2 1.537, H4 1.088, H5 1.088, H6 1.103
2 C -1.06 -0.18 0.98  C1 1.537, S3 1.827, H7 1.089, H8 1.074
3 S -2.21 0.30 -0.36  C2 1.827, H9 1.345
4 H 0.06 1.63 0.84  C1 1.088
5 H -1.31 1.73 2.03  C1 1.088
6 H 0.10 0.95 2.50  C1 1.103
7 H -1.61 -0.71 1.75  C2 1.089
8 H -0.23 -0.75 0.59  C2 1.074
9 H -1.72 -0.54 -1.29  S3 1.345
10 O 2.55 0.06 -1.02  C11 1.207
11 C 1.99 -0.47 -1.95  O10 1.207, O12 1.328, H13 1.092
12 O 0.89 -1.20 -1.82  C11 1.328, H14 0.940
13 H 2.55 -0.54 -2.88  C11 1.092
14 H 0.51 -1.41 -0.98  O12 0.940

=====

Here is a cluster of 2 separate species, C3H8O2S2 in total at a distorted geometry from the OMol25 dataset. Energies are from ωB97M-V/def2-TZVPD.

As for the expectation value of S²: 2.01. Its spin multiplicity is 3. As for the relative energy (zero: lowest compared OMol25 entry of this formula, charge and spin): 2.719 eV. Its charge is 0. For the HOMO-LUMO gap (spin up / spin down), the calculation gives 0.1901 / 0.1867 Ha. As for the LUMO energy (spin up / spin down): 0.22 / -3.84 eV.

Bonds (Å) are listed after each position.
Cartesian coordinates (Å):
1 C -2.69 0.42 0.23  C2 1.645, H8 1.054, H9 1.111, H10 1.091
2 C -1.26 -0.39 0.24  C1 1.645, O4 1.480, H11 1.066, H13 1.162
3 C 2.72 0.02 0.44  O5 1.204, S6 1.829, S7 1.805
4 O -0.48 0.15 -0.90  C2 1.480, H12 0.979
5 O 2.91 0.10 1.63  C3 1.204
6 S 2.32 1.48 -0.58  C3 1.829, H14 1.388
7 S 2.92 -1.54 -0.44  C3 1.805, H15 1.302
8 H -3.45 0.02 -0.39  C1 1.054
9 H -3.10 0.49 1.26  C1 1.111
10 H -2.38 1.41 -0.10  C1 1.091
11 H -1.33 -1.45 0.18  C2 1.066
12 H -1.19 0.34 -1.54  O4 0.979
13 H -0.55 -0.02 1.09  C2 1.162
14 H 2.25 0.95 -1.86  S6 1.388
15 H 3.30 -1.99 0.73  S7 1.302

=====

> Look up the charge of the third one.

0